[1]
The following is a DFT calculation (ωB97M-V/def2-TZVPD) of a 5-piece molecular cluster, C5H19NO5S overall.

```
31
Properties=species:S:1:pos:R:3:mulliken_charge:R:1
O 2.900 -2.267 -1.245 -0.50
C 2.409 -1.159 -1.477 -0.51
C 1.107 -0.778 -0.783 1.28
C 0.650 0.707 -0.807 -1.06
C -0.540 0.907 0.159 -0.23
S -1.828 2.077 -0.225 -0.04
C -1.341 3.556 -1.163 -0.98
N 1.054 -1.253 0.589 -0.53
H 2.802 -0.461 -2.232 0.28
H 0.287 -1.221 -1.398 -1.06
H 0.440 1.036 -1.828 0.41
H 1.474 1.327 -0.418 0.32
H -0.173 0.959 1.187 0.20
H -1.068 -0.053 0.158 0.12
H -1.602 3.415 -2.205 0.29
H -0.403 3.880 -0.717 0.34
H -2.030 4.276 -0.717 0.34
H 1.812 -1.015 1.194 0.26
H 0.624 -2.140 0.806 0.19
H 2.236 1.314 3.082 0.33
H 2.167 1.456 1.504 0.34
O 2.543 0.984 2.233 -0.63
H -3.736 -2.016 0.470 0.33
H -4.449 -0.826 1.259 0.30
O -4.007 -1.666 1.322 -0.66
H -2.292 -2.073 -3.484 0.34
H -1.281 -1.610 -2.439 0.24
O -2.092 -2.125 -2.561 -0.69
H 1.012 -1.094 3.113 0.36
H 1.898 -2.341 2.995 0.33
O 1.427 -1.795 3.630 -0.71
```

Output
2S+1: 2
HOMO level (spin up / spin down) (eV): 0.10 / -4.44
Energy (eV): -28054.0011
Expectation value of S²: 0.75
Total charge: -1
M (g mol⁻¹): 205.3
LUMO (spin up / spin down) (eV): 2.748 / 2.618

---

[2]
The following is a DFT calculation (ωB97M-V/def2-TZVPD) of C2HNOS as an isolated structure.

```
6
Properties=species:S:1:pos:R:3:mulliken_charge:R:1
C -0.194 0.457 0.095 0.56
C 1.223 -0.207 0.134 0.19
H -1.973 -0.243 0.122 0.13
N 2.369 -0.562 -0.143 -0.39
O -0.432 1.568 -0.130 -0.38
S -0.993 -1.013 -0.078 -0.12
```

Output
2S+1: 1
HOMO level (eV): -11.26
Energy (eV): -16460.3605
M (g mol⁻¹): 87.1
LUMO (eV): -0.593

---

[3]
The following is a DFT calculation (ωB97M-V/def2-TZVPD) of one molecule with the formula C4H9N3.

```
16
Properties=species:S:1:pos:R:3:mulliken_charge:R:1
C 0.493 -1.705 -0.323 -0.97
C -0.145 0.696 -0.266 0.38
C -1.333 0.064 -0.182 -0.07
N 2.101 0.363 0.262 -0.65
N 0.044 2.064 -0.223 -0.40
C -2.562 -0.036 0.253 -0.80
N 0.961 -0.106 -0.414 0.07
H 2.064 0.170 1.265 0.19
H 2.925 -0.066 -0.143 0.25
H 1.008 2.369 -0.214 0.28
H -0.751 2.611 0.066 0.23
H -0.041 -2.040 0.569 0.34
H 1.471 -2.182 -0.346 0.36
H -0.042 -1.925 -1.240 0.34
H -3.336 -0.534 -0.323 0.23
H -2.858 0.258 1.258 0.24
```

Output
2S+1: 1
HOMO level (eV): -7.06
Energy (eV): -8760.4763
SMILES: C=C=C(N)N(C)N
M (g mol⁻¹): 99.1
LUMO (eV): 0.889

---

[4]
The following is a DFT calculation (ωB97M-V/def2-TZVPD) of one molecule with the formula C7H11N.

```
19
Properties=species:S:1:pos:R:3:mulliken_charge:R:1
C -0.118 1.732 1.043 -1.41
C -1.771 -1.352 -0.654 -1.43
C -0.420 0.801 -0.106 0.49
C 1.555 -0.641 -0.016 0.14
C 0.520 -1.349 0.369 -0.66
C -0.807 -0.658 0.298 0.52
C 2.732 -0.216 -0.387 -0.68
N -0.712 1.165 -1.287 -0.66
H -0.635 2.169 -1.442 0.26
H 0.572 -2.383 0.684 0.40
H -1.229 -0.574 1.306 0.31
H 0.586 1.263 1.730 0.36
H -1.032 1.952 1.595 0.34
H 0.307 2.667 0.680 0.44
H 3.156 -0.493 -1.341 0.25
H 3.306 0.474 0.213 0.25
H -1.372 -1.321 -1.664 0.32
H -1.905 -2.393 -0.363 0.41
H -2.732 -0.843 -0.657 0.36
```

Output
2S+1: 1
HOMO level (eV): -9.28
Energy (eV): -8925.1135
SMILES: [H]/N=C(\C)[C@@H](C)C=C=C
M (g mol⁻¹): 109.2
LUMO (eV): 0.877

---

[5]
The following is a DFT calculation (ωB97M-V/def2-TZVPD) of a 9-piece molecular cluster, C32H84O25P4 overall.

```
145
Properties=species:S:1:pos:R:3:mulliken_charge:R:1
C 5.850 -4.028 25.873 -0.83
O 6.635 -3.370 24.867 -0.21
P 6.407 -3.597 23.283 0.77
O 5.023 -3.405 22.862 -0.72
O 7.548 -2.605 22.634 0.07
C 7.525 -2.270 21.218 0.13
O 7.004 -5.116 22.904 -0.31
C 8.368 -5.334 22.911 -0.28
H 6.462 -4.400 26.695 0.29
H 5.306 -4.898 25.504 0.30
H 5.203 -3.341 26.417 0.30
H 7.637 -1.192 21.097 -0.23
H 6.608 -2.539 20.695 0.28
H 8.363 -2.793 20.756 -0.14
H 8.613 -6.045 22.122 -0.12
H 8.638 -5.865 23.824 0.38
H 8.989 -4.444 22.812 0.22
C 9.474 -5.809 19.092 0.34
O 10.436 -5.455 20.090 0.68
P 11.229 -4.032 20.113 -1.82
O 11.259 -3.470 21.501 -0.12
O 10.489 -3.041 19.089 1.43
C 11.002 -1.674 19.036 -1.87
O 12.673 -4.416 19.464 1.02
C 13.557 -5.315 20.059 -0.46
H 9.155 -5.009 18.423 -0.33
H 8.550 -6.005 19.636 -0.20
H 9.732 -6.617 18.407 -0.02
H 11.677 -1.321 19.815 0.32
H 10.126 -1.028 19.100 0.07
H 11.394 -1.362 18.068 0.32
H 14.371 -4.738 20.497 0.11
H 13.997 -6.056 19.391 0.41
H 13.109 -5.956 20.819 0.32
C 9.279 -3.364 14.330 -1.38
O 9.460 -4.479 15.243 0.39
P 10.470 -5.592 14.742 1.01
O 10.280 -6.013 13.343 -0.79
O 10.177 -6.725 15.887 -0.29
C 11.148 -7.786 16.052 -0.71
O 11.930 -5.006 15.113 -0.26
C 12.262 -4.516 16.390 -0.07
H 9.679 -3.531 13.330 0.46
H 9.767 -2.488 14.758 0.38
H 8.228 -3.138 14.152 0.28
H 10.624 -8.708 15.801 0.38
H 11.423 -7.773 17.107 0.08
H 12.092 -7.758 15.508 0.41
H 12.489 -3.450 16.405 0.15
H 13.180 -4.963 16.770 -0.01
H 11.386 -4.698 17.012 -0.16
C 5.258 1.142 22.073 -1.03
O 6.512 0.493 22.248 0.00
P 7.799 1.420 22.401 0.98
O 7.869 2.433 21.318 -0.68
O 7.749 1.918 23.957 -0.32
C 7.715 0.917 25.040 -0.55
O 8.946 0.297 22.418 0.42
C 10.267 0.588 22.798 -1.41
H 5.285 2.222 22.213 0.37
H 4.575 0.830 22.862 0.32
H 4.789 0.878 21.125 0.27
H 8.633 0.800 25.615 0.31
H 7.466 -0.062 24.631 0.02
H 6.896 1.157 25.718 0.32
H 11.020 0.389 22.036 0.27
H 10.534 0.071 23.720 0.20
H 10.405 1.658 22.948 0.48
C 16.777 -4.942 16.120 -1.11
O 15.766 -4.084 16.654 -0.04
C 16.196 -3.601 17.943 -0.67
C 15.269 -2.487 18.335 0.38
O 15.489 -1.359 17.509 0.16
C 14.897 -0.195 17.969 -1.97
H 17.665 -4.392 15.808 0.32
H 16.384 -5.352 15.190 0.29
H 17.119 -5.772 16.740 0.38
H 17.205 -3.193 17.877 0.42
H 16.118 -4.391 18.690 0.19
H 15.259 -2.220 19.392 0.24
H 14.293 -2.911 18.100 -0.30
H 13.810 -0.178 17.889 0.31
H 15.303 0.653 17.417 0.45
H 15.119 0.070 19.003 0.44
C 14.044 -9.623 17.908 -0.94
O 13.572 -9.386 19.234 0.08
C 13.607 -10.553 20.029 -0.70
C 13.003 -10.346 21.440 -0.21
O 11.617 -10.038 21.356 -0.47
C 11.143 -8.917 20.699 -0.25
H 14.038 -8.645 17.426 0.07
H 13.336 -10.234 17.349 0.35
H 15.095 -9.907 17.949 0.38
H 14.624 -10.897 20.217 0.44
H 13.145 -11.376 19.484 0.40
H 13.592 -9.577 21.940 0.05
H 13.119 -11.263 22.017 0.34
H 11.259 -8.909 19.615 0.10
H 11.767 -8.072 20.990 0.15
H 10.107 -8.677 20.936 0.23
C 5.848 -5.688 19.959 -0.91
O 6.613 -4.759 19.122 0.09
C 5.829 -4.280 18.021 -0.96
C 6.558 -3.195 17.286 -0.07
O 6.661 -1.983 18.017 0.11
C 7.096 -0.815 17.345 -1.36
H 5.205 -6.303 19.329 0.35
H 5.160 -5.135 20.598 0.27
H 6.531 -6.218 20.622 0.20
H 4.897 -3.825 18.357 0.37
H 5.479 -5.133 17.440 0.46
H 5.884 -2.957 16.463 0.56
H 7.499 -3.543 16.860 -0.14
H 8.092 -0.886 16.906 0.41
H 7.201 -0.009 18.071 0.20
H 6.468 -0.464 16.526 0.37
C 12.847 -3.756 24.852 -0.76
O 14.194 -3.427 24.617 -0.37
C 14.435 -2.628 23.456 -0.29
C 13.814 -1.189 23.462 0.13
O 14.431 -0.462 24.541 -0.18
C 14.028 0.859 24.784 -0.89
H 12.318 -4.216 24.017 0.18
H 12.294 -2.906 25.251 0.30
H 12.845 -4.536 25.613 0.37
H 14.172 -3.239 22.592 -0.14
H 15.488 -2.425 23.263 0.35
H 12.735 -1.168 23.615 -0.25
H 14.043 -0.936 22.426 0.45
H 14.391 1.264 25.728 0.32
H 12.946 0.985 24.827 0.10
H 14.393 1.589 24.061 0.40
C 17.683 -6.553 23.628 -0.68
C 16.444 -6.127 22.869 0.02
C 16.006 -7.326 22.031 -0.05
O 17.102 -8.264 22.187 -0.40
C 18.283 -7.671 22.757 -0.60
H 17.417 -6.939 24.612 0.29
H 18.393 -5.752 23.835 0.38
H 16.703 -5.250 22.276 0.19
H 15.656 -5.909 23.590 -0.02
H 15.796 -7.099 20.985 0.11
H 15.211 -7.891 22.517 -0.06
H 18.984 -7.261 22.029 0.32
H 18.810 -8.364 23.412 0.33
```

Output
2S+1: 2
HOMO level (spin up / spin down) (eV): 0.54 / -7.47
Energy (eV): -122889.7029
Expectation value of S²: 0.75
Total charge: -1
M (g mol⁻¹): 992.9
LUMO (spin up / spin down) (eV): 2.074 / 1.992

---

[6]
The following is a DFT calculation (ωB97M-V/def2-TZVPD) of a 2-piece molecular cluster, CH2O4S2 overall.

```
9
Properties=species:S:1:pos:R:3:mulliken_charge:R:1
C -0.769 0.111 0.511 -0.41
O 0.494 -1.684 2.099 -0.50
O -0.795 -2.510 0.183 -0.47
O -1.932 -0.456 -2.803 -0.36
O -3.508 -1.090 -1.088 -0.40
S -0.490 -1.426 1.064 0.77
S -2.960 -1.384 -2.411 0.75
H -0.741 0.834 1.318 0.35
H -1.699 0.006 -0.112 0.27
```

Output
2S+1: 3
HOMO level (spin up / spin down) (eV): -7.56 / -11.62
Energy (eV): -30924.2036
Expectation value of S²: 2.01
M (g mol⁻¹): 142.2
LUMO (spin up / spin down) (eV): -1.678 / -3.156